No. 1
The following is a quantum chemistry calculation of a molecular structure, C13H25AlN2, from the Open Molecules 2025 dataset.

Calculated values
E_LUMO ... -0.4626 eV
Multiplicity ... 1
Total charge ... 0
HOMO-LUMO gap ... 6.252 eV

The geometry in XYZ format:
```
41
Properties=species:S:1:pos:R:3:forces:R:3
Al -1.9582 -2.2675 -0.3462 -0.906 0.006 0.386
C -4.0378 -2.3053 -0.4057 -4.779 -0.749 -0.199
C -4.8048 -3.7384 -0.4731 -2.478 1.093 0.264
C -6.4478 -3.9752 -0.4782 2.669 5.439 0.105
C -7.2551 -2.5096 -0.4445 4.521 -0.937 -0.065
C -6.3043 -1.1879 -0.4178 -0.207 -1.905 0.021
N -4.8219 -1.0378 -0.3779 -3.155 -5.037 -0.339
H -1.3197 -2.3502 -1.7917 0.243 0.014 -0.463
H -1.5756 -0.8660 0.3570 0.319 0.341 0.116
H -1.5340 -3.5098 0.5796 0.169 -0.123 0.069
H -4.1215 -4.7119 -0.4742 -1.608 2.308 -0.010
H -6.9796 -5.0165 -0.5084 1.202 2.250 0.072
H -8.4368 -2.4497 -0.4436 2.834 0.013 -0.014
H -6.9087 -0.1558 -0.4322 1.566 -2.443 0.088
C 1.8756 -1.6403 1.0843 0.039 -0.307 -0.049
C 2.8351 -0.4986 1.4191 -0.255 -0.204 0.047
C 2.2010 0.8896 1.2661 0.285 0.117 -0.089
N 2.4049 1.5437 -0.1215 -0.204 0.198 -0.344
C 2.2047 0.5677 -1.2716 0.108 0.253 0.373
C 1.4024 2.7065 -0.3058 -0.036 -0.345 0.448
C 2.1268 3.9252 0.2051 -0.329 0.357 0.420
C 3.5576 3.7106 -0.2326 0.589 0.548 -0.246
C 3.7982 2.2094 -0.2061 -0.157 -0.427 0.055
H 1.6030 -1.6660 0.0273 -0.090 -0.062 0.166
H 2.3401 -2.6065 1.3237 -0.127 0.261 -0.057
H 0.9524 -1.5587 1.6682 0.112 -0.031 -0.183
H 3.7623 -0.5942 0.8430 -0.012 0.178 0.069
H 3.1163 -0.6266 2.4704 0.052 0.273 -0.127
H 2.6417 1.5785 1.9983 -0.138 0.041 -0.361
H 1.1248 0.8436 1.4617 0.139 -0.078 -0.266
H 1.1995 0.1510 -1.1930 0.110 -0.079 -0.005
H 2.9777 -0.2026 -1.2280 -0.284 0.071 0.084
H 2.3042 1.1149 -2.2154 -0.002 -0.010 0.318
H 1.1867 2.8053 -1.3668 0.053 -0.183 -0.048
H 0.4741 2.4820 0.2337 0.289 -0.127 -0.265
H 2.0564 3.9901 1.2973 -0.022 -0.007 -0.171
H 1.7050 4.8481 -0.2111 0.038 -0.260 0.154
H 4.2597 4.2445 0.4171 -0.078 -0.154 -0.189
H 3.7057 4.0930 -1.2503 -0.044 -0.081 0.200
H 4.3892 1.8998 0.6616 -0.245 -0.099 -0.221
H 4.3004 1.8711 -1.1174 -0.182 -0.111 0.256
```
Forces are in eV/Å.



No. 2
The following is a quantum chemistry calculation of a molecular structure, CCl3NO3S2, from the Open Molecules 2025 dataset.

Calculated values
E_LUMO ... -1.7594 eV
Multiplicity ... 1
Total charge ... 0
HOMO-LUMO gap ... 8.747 eV

The geometry in XYZ format:
```
10
Properties=species:S:1:pos:R:3:forces:R:3
C 1.6542 -0.4164 0.3563 0.517 1.539 0.378
N -1.6154 -0.3714 0.2610 -0.549 -0.652 1.451
O -1.1610 -0.5644 -2.0706 0.684 -0.362 -0.468
O -2.5722 1.8780 0.0001 -0.794 0.243 0.537
O 0.7452 -1.0222 -0.4012 -1.062 -0.936 -0.672
S -0.5015 0.0336 -0.9417 -1.067 0.213 -0.491
S -2.6945 0.6070 0.6882 1.312 0.221 -1.173
Cl 1.9942 1.2230 -0.3447 1.204 0.215 -0.110
Cl 1.0187 -0.0173 1.9691 -0.009 -0.394 0.679
Cl 3.1322 -1.3498 0.4836 -0.236 -0.087 -0.131
```
Forces are in eV/Å.



No. 3
The following is a quantum chemistry calculation of a molecular structure, C6H12O, from the Open Molecules 2025 dataset.

Calculated values
E_LUMO (alpha / beta) ... -0.6152 / -0.6066 eV
Multiplicity ... 1
Energy above the lowest of the compared OMol25 structures with the same formula, charge and spin ... 484.0 kJ/mol
Total charge ... 0
HOMO-LUMO gap (alpha / beta) ... 7.829 / 7.955 eV

The geometry in XYZ format:
```
19
Properties=species:S:1:pos:R:3:forces:R:3
C -2.4168 -0.7144 0.4300 -0.196 0.021 0.022
C -1.1075 -0.7858 -0.3428 0.029 0.142 -0.055
C -0.0595 0.0690 0.3139 -0.094 -0.086 0.302
C 1.6809 -0.6149 -0.4195 0.297 -0.077 -0.250
C 2.5479 0.3877 -0.1013 0.068 -0.456 -0.318
C 0.1205 1.5115 -0.0082 0.846 -0.168 -0.018
O -0.9357 1.9027 0.6609 0.114 -0.283 0.022
H -3.1614 -1.3422 -0.0588 -0.138 0.024 0.093
H -2.2841 -1.0557 1.4638 -0.024 0.019 -0.201
H -2.7408 0.3273 0.4624 -0.112 -0.199 0.010
H -0.7904 -1.8404 -0.4208 0.156 0.410 0.232
H -1.2326 -0.4388 -1.3771 -0.096 0.023 0.169
H 0.2051 -0.1792 1.3473 -0.350 0.196 -0.253
H 1.3025 -0.7106 -1.4383 0.317 -0.039 0.197
H 1.6133 -1.5013 0.2052 0.063 0.093 -0.085
H 3.0525 0.4247 0.8579 -0.039 0.011 -0.077
H 1.2153 1.7163 0.3741 -0.863 0.335 0.021
H 2.8288 1.1175 -0.8465 0.090 0.075 0.058
H 0.1620 1.7265 -1.1020 -0.066 -0.041 0.132
```
Forces are in eV/Å.



no.,DFT total energy (eV),M (g/mol)
1,-23454.2839,236.339
2,-67904.6016,244.508
3,-8459.3373,100.161